i | Density functional theory data (ωB97M-V/def2-TZVPD) for 2 unconnected molecules or ions with the total composition CH4N2O3.

Cartesian coordinates (Å):
C 0.15 -0.66 -0.48
N 1.42 0.92 0.55
N -1.04 0.19 -0.37
O -1.09 1.15 -1.06
O -1.83 -0.19 0.46
O 0.05 -1.77 0.20
H 0.79 -0.81 -1.32
H 1.13 1.63 -0.19
H 1.17 1.25 1.47
H -0.75 -1.71 0.74

Output
multiplicity = 1
frontier orbital gap (alpha / beta) = 7.87 / 8.97 eV

=====

ii | Density functional theory data (ωB97M-V/def2-TZVPD) for a molecular structure, CH4N2O3.

Cartesian coordinates (Å):
C -1.05 -0.08 -0.01
H 1.71 -0.72 -0.24
H -0.55 -1.80 0.26
H -0.54 2.23 -0.73
H 1.09 1.16 0.92
N -0.08 -0.94 0.50
N -0.37 1.07 -0.14
O 0.90 -1.36 -0.45
O -2.21 -0.34 -0.13
O 1.10 0.78 0.03

Output
multiplicity = 1
frontier orbital gap = 9.81 eV

=====

The structure with the most favorable energy is i; the runner-up is 21.5 kJ/mol above it.

=====

i | Density functional theory data (ωB97M-V/def2-TZVPD) for a gas-phase ion, C3H8NS (charge -1).

Cartesian coordinates (Å):
C 0.18 0.37 1.29
C -0.50 0.09 -0.03
C -0.08 -1.24 -0.63
S 1.68 -1.29 -1.07
N -0.30 1.23 -0.95
H 1.00 -0.36 1.42
H 0.68 1.34 1.42
H -0.51 0.31 2.13
H -1.56 0.16 0.24
H -0.76 -1.40 -1.48
H -0.36 -1.96 0.12
H 0.09 0.93 -1.84
H 0.44 1.82 -0.61

Output
SMILES = C[C@@H](N)C[S-]
multiplicity = 1
frontier orbital gap = 6.65 eV
total charge = -1

=====

ii | Density functional theory data (ωB97M-V/def2-TZVPD) for 2 unconnected molecules or ions with the total composition C3H8NS.

Cartesian coordinates (Å):
C 0.39 -1.26 1.33
S 0.38 -2.21 -0.26
H 1.32 -1.06 1.87
H -0.10 -1.75 2.15
H -0.17 -0.32 1.11
C -0.94 2.63 0.56
C -0.71 1.87 -0.57
N 0.35 1.35 -1.10
H -0.27 2.66 1.48
H -1.76 3.30 0.74
H -1.64 1.45 -1.07
H 1.33 1.83 -1.05
H 0.30 0.38 -1.28

Output
multiplicity = 1
frontier orbital gap = 6.52 eV
total charge = -1

=====

iii | Density functional theory data (ωB97M-V/def2-TZVPD) for 2 unconnected molecules or ions with the total composition C3H8NS.

Cartesian coordinates (Å):
S 0.29 1.38 2.52
H -0.03 1.06 3.79
C -0.84 -2.05 -0.59
C -0.29 -0.86 -0.93
N 0.44 -0.09 -0.11
C 0.67 1.26 -0.58
H -0.69 -2.46 0.38
H -1.50 -2.58 -1.26
H -0.46 -0.49 -1.96
H 0.23 -0.04 0.92
H 1.16 1.79 0.20
H 1.31 1.30 -1.51
H -0.30 1.77 -0.87

Output
multiplicity = 1
frontier orbital gap = 7.22 eV
total charge = -1

=====

iv | Density functional theory data (ωB97M-V/def2-TZVPD) for a gas-phase ion, C3H8NS (charge -1).

Cartesian coordinates (Å):
C -0.20 0.92 0.19
C -0.53 -0.15 1.25
S -0.96 -1.83 0.48
C 0.96 0.73 -0.66
N 1.37 1.89 -1.60
H -1.19 0.98 -0.35
H -0.07 1.93 0.47
H 0.33 -0.21 1.77
H -1.37 -0.05 2.06
H 1.88 0.65 -0.01
H 0.79 -0.19 -1.18
H 2.26 2.37 -1.40
H 1.75 1.49 -2.49

Output
SMILES = NCCC[S-]
multiplicity = 1
frontier orbital gap = 6.15 eV
total charge = -1

=====

The structure with the most favorable energy is i; the runner-up is 39.8 kJ/mol above it.

=====

i | Density functional theory data (ωB97M-V/def2-TZVPD) for CHNO3 in the gas phase.

Cartesian coordinates (Å):
C 0.01 -0.53 -0.04
N 1.11 0.58 0.36
O 0.39 -1.62 -0.10
O 1.37 1.47 -0.42
O -1.29 -0.29 -0.24
H -1.59 0.39 0.42

Output
SMILES = O=NC(=O)O
multiplicity = 1
frontier orbital gap (alpha / beta) = 8.69 / 8.69 eV

=====

ii | Density functional theory data (ωB97M-V/def2-TZVPD) for 2 unconnected molecules or ions with the total composition CHNO3.

Cartesian coordinates (Å):
C 1.84 -0.51 0.27
N -0.75 0.29 -0.38
O 1.95 -1.42 -0.38
O -1.71 0.01 0.56
O -0.46 0.56 0.95
H -0.87 1.06 -1.02

Output
multiplicity = 1
frontier orbital gap = 11.83 eV

=====

The structure with the most favorable energy is i; the runner-up is 371.7 kJ/mol above it.

=====

i | Density functional theory data (ωB97M-V/def2-TZVPD) for 2 unconnected molecules or ions with the total composition C6H13FSi.

Cartesian coordinates (Å):
C 1.14 1.53 2.09
C 0.10 0.79 1.70
C 1.35 1.94 -1.45
C -2.42 -1.13 0.25
C 1.39 0.45 -1.75
C -1.10 -1.96 0.51
F 1.73 -1.57 1.56
Si 0.37 -0.85 0.83
H 1.18 2.32 2.95
H 2.14 1.33 1.67
H -0.96 1.03 1.98
H 0.29 2.22 -1.29
H 1.93 2.09 -0.60
H 1.89 2.55 -2.26
H -3.30 -1.74 0.29
H -2.49 -0.24 0.78
H -2.35 -0.68 -0.84
H 2.36 -0.06 -1.53
H 0.96 0.10 -2.68
H -0.73 -2.58 -0.39
H -1.14 -2.72 1.27

Output
multiplicity = 1
frontier orbital gap (alpha / beta) = 7.36 / 7.72 eV

=====

ii | Density functional theory data (ωB97M-V/def2-TZVPD) for C6H13FSi in the gas phase.

Cartesian coordinates (Å):
C 0.47 2.06 -1.28
C 0.45 0.76 -1.46
C -2.74 0.19 0.09
C 2.57 -0.26 1.07
C -2.04 -1.14 -0.06
C 1.06 -0.56 1.25
F 0.75 -2.08 -1.17
Si 0.24 -0.74 -0.38
H 0.43 2.66 -2.10
H 0.72 2.47 -0.39
H 0.44 0.60 -2.58
H -2.68 0.49 1.03
H -2.45 0.90 -0.56
H -3.76 -0.03 -0.03
H 2.99 -0.58 0.15
H 2.95 0.73 1.02
H 3.29 -0.79 1.83
H -2.44 -1.61 -0.88
H -2.16 -1.70 0.76
H 0.74 0.22 1.88
H 1.18 -1.58 1.79

Output
SMILES = C=C[Si](F)(CC)CC
multiplicity = 1
frontier orbital gap = 9.86 eV

=====

The structure with the most favorable energy is ii; the runner-up is 143.4 kJ/mol above it.

=====

i | Density functional theory data (ωB97M-V/def2-TZVPD) for 2 unconnected molecules or ions with the total composition C4H8Cl4Si.

Cartesian coordinates (Å):
C -2.18 -0.41 0.09
C 0.32 0.62 -1.96
C 0.94 -1.75 0.21
C 0.95 1.60 1.56
Si -0.33 -0.37 -0.40
Cl -0.01 -3.33 -0.26
Cl 2.33 2.54 0.79
Cl -0.19 2.66 2.44
Cl 1.60 0.57 2.82
H -2.76 -1.03 -0.65
H -2.45 -0.95 1.07
H -2.48 0.62 -0.01
H 0.18 0.17 -2.91
H -0.18 1.49 -2.05
H 1.45 0.96 -1.96
H 0.84 -1.57 1.36
H 1.97 -1.84 -0.14

Output
multiplicity = 1
frontier orbital gap = 7.32 eV

=====

ii | Density functional theory data (ωB97M-V/def2-TZVPD) for C4H8Cl4Si in the gas phase.

Cartesian coordinates (Å):
C 1.89 0.50 1.00
C 0.30 -0.54 -1.53
C 0.43 -0.01 1.03
C -0.28 0.20 -0.27
Si -2.33 -0.27 -0.03
Cl -0.32 1.97 -0.67
Cl -2.94 0.66 1.65
Cl -3.38 0.50 -1.67
Cl -2.44 -2.19 -0.09
H 2.10 1.45 0.45
H 2.54 -0.14 0.59
H 2.38 0.67 1.98
H -0.45 -0.57 -2.31
H 0.59 -1.51 -1.16
H 1.26 0.01 -1.82
H 0.80 -1.09 0.98
H -0.14 0.37 1.86

Output
SMILES = CC[C@](C)(Cl)[Si](Cl)(Cl)Cl
multiplicity = 1
frontier orbital gap = 10.22 eV

=====

The structure with the most favorable energy is ii; the runner-up is 642.9 kJ/mol above it.

=====

i | Density functional theory data (ωB97M-V/def2-TZVPD) for C26H32N4O4S in the gas phase.

Cartesian coordinates (Å):
C -2.80 -4.63 2.38
C -2.16 -5.13 1.09
C -1.07 -4.18 0.60
C -0.44 -4.67 -0.71
N 0.56 -3.74 -1.18
C 1.88 -4.02 -1.18
O 2.36 -5.12 -0.97
C 2.73 -2.81 -1.54
H 2.26 -2.18 -2.29
H 3.72 -3.15 -1.88
S 3.08 -1.77 -0.09
C 1.64 -0.77 0.02
N 0.68 -0.98 -0.81
C -0.45 -0.22 -0.70
C -1.53 -0.44 -1.57
C -2.67 0.31 -1.46
C -2.81 1.33 -0.49
C -1.74 1.54 0.37
C -0.58 0.78 0.27
C 0.53 1.02 1.19
O 0.53 1.86 2.07
N 1.64 0.19 0.99
C 2.80 0.39 1.85
C 3.88 1.16 1.14
C 5.15 0.63 0.95
C 6.12 1.35 0.29
C 5.85 2.63 -0.19
C 4.59 3.17 0.00
C 3.62 2.44 0.66
H 2.64 2.87 0.81
H 4.34 4.16 -0.36
O 6.88 3.25 -0.82
C 6.68 4.55 -1.32
H 7.63 4.85 -1.77
H 5.90 4.58 -2.08
H 6.43 5.25 -0.52
H 7.11 0.94 0.14
H 5.37 -0.36 1.31
H 3.17 -0.58 2.18
H 2.43 0.96 2.71
H -1.76 2.31 1.13
N -4.00 2.01 -0.38
C -4.67 2.52 -1.57
H -4.50 1.86 -2.42
C -6.17 2.64 -1.29
O -6.41 3.49 -0.19
C -5.76 3.00 0.96
H -5.98 3.71 1.76
C -4.25 2.87 0.76
H -3.82 2.43 1.65
H -3.81 3.87 0.60
H -6.17 2.02 1.22
H -6.68 3.09 -2.14
H -6.58 1.65 -1.09
H -4.27 3.52 -1.82
H -3.50 0.09 -2.12
H -1.45 -1.21 -2.32
H 0.30 -2.76 -1.24
H 0.05 -5.63 -0.56
H -1.21 -4.78 -1.48
H -0.29 -4.10 1.36
H -1.50 -3.19 0.44
H -1.73 -6.12 1.25
H -2.93 -5.22 0.32
H -2.05 -4.56 3.17
H -3.24 -3.65 2.24
H -3.57 -5.32 2.71

Output
SMILES = CCCCNC(=O)CSc1nc2ccc(N3CCOCC3)cc2c(=O)n1Cc1ccc(OC)cc1
multiplicity = 1
frontier orbital gap = 8.10 eV

=====

ii | Density functional theory data (ωB97M-V/def2-TZVPD) for C26H32N4O4S in the gas phase.

Cartesian coordinates (Å):
C -1.12 2.02 -7.15
H -1.79 1.25 -7.56
O -1.23 2.11 -5.75
C -0.89 1.02 -5.00
C -1.00 1.19 -3.62
C -0.69 0.16 -2.76
C -0.26 -1.06 -3.28
C -0.14 -1.22 -4.64
C -0.46 -0.19 -5.51
H -0.37 -0.35 -6.58
H 0.19 -2.17 -5.04
H 0.00 -1.86 -2.60
C -0.79 0.32 -1.26
N -1.54 1.47 -0.84
C -1.03 2.39 0.01
O 0.11 2.32 0.43
C -1.98 3.51 0.38
H -2.31 4.03 -0.53
H -1.42 4.23 0.99
C -3.21 3.01 1.15
H -3.73 3.87 1.58
H -3.90 2.52 0.46
C -2.86 2.02 2.26
C -2.05 2.64 3.40
C -1.26 1.59 4.18
N -0.18 1.05 3.38
C 0.94 1.82 3.20
N 1.91 1.35 2.37
C 1.78 0.22 1.62
C 2.71 -0.16 0.66
C 2.53 -1.32 -0.07
C 1.44 -2.18 0.16
C 0.51 -1.79 1.12
C 0.67 -0.61 1.84
C -0.37 -0.19 2.78
O -1.36 -0.86 3.02
H -0.36 -2.38 1.36
N 1.27 -3.29 -0.65
C 0.07 -4.10 -0.54
H -0.80 -3.48 -0.33
C 0.24 -5.20 0.52
O 1.35 -6.01 0.22
C 2.53 -5.24 0.12
H 3.33 -5.94 -0.13
C 2.40 -4.15 -0.95
H 3.32 -3.57 -1.00
H 2.22 -4.62 -1.93
H 2.76 -4.77 1.09
H -0.62 -5.86 0.55
H 0.37 -4.73 1.52
H -0.08 -4.59 -1.51
H 3.25 -1.55 -0.84
H 3.56 0.48 0.46
H 2.67 1.99 2.19
S 1.20 3.24 4.00
H -1.90 0.75 4.46
H -0.83 2.04 5.08
H -1.34 3.37 3.01
H -2.72 3.16 4.08
H -3.78 1.58 2.66
H -2.29 1.20 1.82
H -2.49 1.56 -1.15
H -1.23 -0.59 -0.83
H 0.22 0.44 -0.85
H -1.32 2.15 -3.25
H -0.09 1.82 -7.46
H -1.43 3.00 -7.53

Output
SMILES = COc1cccc(CNC(=O)CCCCCn2c(=S)[nH]c3ccc(N4CCOCC4)cc3c2=O)c1
multiplicity = 1
frontier orbital gap = 7.80 eV

=====

The structure with the most favorable energy is ii; the runner-up is 49.9 kJ/mol above it.

=====

i | Density functional theory data (ωB97M-V/def2-TZVPD) for C8H14N2O2 in the gas phase.

Cartesian coordinates (Å):
C 2.99 0.46 0.44
C 1.03 -0.14 0.08
C 4.31 1.22 0.22
C -3.11 -0.45 -0.02
C -1.78 1.48 0.74
C -0.60 -1.95 -0.65
C -1.76 -0.05 0.48
C -0.70 -0.38 -0.62
N 1.91 0.76 -0.29
N 2.78 -0.58 1.22
O 1.45 -0.98 0.91
O -0.86 0.39 -1.66
H 4.76 0.49 -0.42
H 4.11 2.11 -0.29
H 4.85 1.30 1.17
H -3.36 0.19 -0.89
H -3.79 -0.33 0.80
H -3.25 -1.45 -0.32
H -0.87 1.84 0.79
H -2.37 1.62 1.65
H -2.31 1.84 -0.18
H -1.45 -2.48 -1.05
H -0.39 -2.26 0.41
H 0.34 -2.05 -1.36
H -1.31 -0.64 1.34
H -0.60 0.04 -2.51

Output
SMILES = Cc1noc([C@](C)(O)C(C)C)n1
multiplicity = 1
frontier orbital gap = 10.61 eV

=====

ii | Density functional theory data (ωB97M-V/def2-TZVPD) for 2 unconnected molecules or ions with the total composition C8H14N2O2.

Cartesian coordinates (Å):
C -0.59 2.10 -0.24
C -0.33 0.61 0.02
C -1.42 -0.05 0.85
C -2.73 -0.17 0.12
C 1.69 -0.85 -0.42
C 2.36 -1.14 0.75
C 3.13 0.01 1.08
C 2.91 0.95 0.11
H 0.23 2.55 -0.82
H -1.52 2.25 -0.79
H -0.66 2.65 0.71
H -0.27 0.13 -0.95
H 0.59 0.52 0.56
H -1.13 -1.07 1.15
H -1.60 0.49 1.79
H -4.52 -0.63 0.39
H 1.19 -2.43 -1.59
H -0.06 -1.84 -0.71
H 2.30 -2.07 1.31
H 3.78 0.13 1.95
H 3.30 1.97 -0.01
H 1.67 0.85 -1.62
N 0.78 -1.57 -1.23
N 2.03 0.42 -0.79
O -3.72 -0.57 0.94
O -2.91 0.04 -1.06

Output
SMILES = Nc1ccc[nH]1.CCCC(=O)O
multiplicity = 1
frontier orbital gap = 8.98 eV

=====

The structure with the most favorable energy is ii; the runner-up is 274.7 kJ/mol above it.

=====

i | Density functional theory data (ωB97M-V/def2-TZVPD) for C3H3N3 in the gas phase.

Cartesian coordinates (Å):
C -0.39 -1.07 -0.22
C 0.18 0.02 -0.85
N -1.12 -0.82 0.88
N -0.79 0.18 1.66
N 0.09 1.07 1.27
C 0.66 0.95 0.07
H -0.59 -2.01 -0.73
H 0.50 0.00 -1.89
H 1.45 1.67 -0.17

Output
SMILES = c1cnnnc1
multiplicity = 1
frontier orbital gap = 9.80 eV

=====

ii | Density functional theory data (ωB97M-V/def2-TZVPD) for C3H3N3 in the gas phase.

Cartesian coordinates (Å):
C 0.01 0.90 0.11
C 1.14 0.12 -0.08
N 1.11 -1.19 0.22
N -0.02 -1.77 0.51
N -1.14 -1.19 0.12
C -1.13 0.13 -0.09
H 0.01 1.97 0.30
H 2.03 0.49 -0.56
H -2.01 0.56 -0.54

Output
SMILES = c1cnnnc1
multiplicity = 1
frontier orbital gap = 9.83 eV

=====

The structure with the most favorable energy is ii; the runner-up is 6.6 kJ/mol above it.

=====

i | Density functional theory data (ωB97M-V/def2-TZVPD) for C3H3N3 in the gas phase.

Cartesian coordinates (Å):
C 0.55 1.19 0.16
C -0.87 -0.48 0.95
C 0.34 -0.82 -0.95
H 1.02 2.17 0.16
H -1.60 -0.87 1.58
H 0.51 -1.11 -1.97
N -0.11 0.65 1.21
N -0.64 -1.33 -0.12
N 0.81 0.59 -1.01

Output
SMILES = c1ncncn1
multiplicity = 1
frontier orbital gap = 9.94 eV

=====

ii | Density functional theory data (ωB97M-V/def2-TZVPD) for C3H3N3 in the gas phase.

Cartesian coordinates (Å):
N -0.67 -0.79 0.20
C 0.28 0.32 -0.06
C 1.61 -0.07 -0.24
N 2.69 -0.47 -0.38
C -0.30 1.59 -0.14
N -0.85 2.62 -0.19
H -1.61 -0.41 0.28
H -0.68 -1.49 -0.56
H -0.46 -1.30 1.07

Output
multiplicity = 1
frontier orbital gap = 7.66 eV

=====

The structure with the most favorable energy is i; the runner-up is 67.6 kJ/mol above it.

=====

i | Density functional theory data (ωB97M-V/def2-TZVPD) for 2 unconnected molecules or ions with the total composition C5H4O3.

Cartesian coordinates (Å):
C 1.44 -0.93 0.03
C 0.29 -0.32 -0.21
C -2.02 -0.38 0.06
C -1.50 1.06 0.08
C -0.22 1.02 -0.11
H 3.42 -0.35 -0.98
H 1.81 -2.03 0.11
H -2.02 1.99 0.15
H 0.53 1.79 -0.14
O 2.37 0.03 0.67
O -0.90 -1.20 -0.10
O -3.19 -0.69 0.43

Output
multiplicity = 1
frontier orbital gap = 5.93 eV

=====

ii | Density functional theory data (ωB97M-V/def2-TZVPD) for C5H4O3 in the gas phase.

Cartesian coordinates (Å):
C 0.02 -0.70 0.29
C -1.36 0.01 -0.04
C -0.81 1.47 -0.30
C 0.52 1.64 -0.10
C 1.14 0.34 0.15
H 1.35 -1.80 -0.44
H 0.00 -0.74 1.47
H -1.52 2.34 -0.62
H 1.06 2.59 -0.11
O 0.40 -1.89 -0.50
O -2.53 -0.46 0.25
O 2.39 -0.01 0.21

Output
SMILES = O=C1C=CC(=O)C1O
multiplicity = 1
frontier orbital gap = 8.90 eV

=====

iii | Density functional theory data (ωB97M-V/def2-TZVPD) for 2 unconnected molecules or ions with the total composition C5H4O3.

Cartesian coordinates (Å):
C 0.28 0.41 0.98
C 1.40 -0.12 0.56
C -0.45 1.14 -0.41
C -3.11 -0.72 0.30
C 1.53 0.03 -0.90
O -3.73 0.16 0.66
O -2.39 -1.59 0.03
O 0.36 0.82 -1.34
H -0.09 0.67 1.90
H 2.28 -0.50 0.99
H 2.38 0.57 -1.25
H 1.54 -0.87 -1.51

Output
multiplicity = 1
frontier orbital gap = 9.18 eV

=====

The structure with the most favorable energy is ii; the runner-up is 34.7 kJ/mol above it.

=====

i | Density functional theory data (ωB97M-V/def2-TZVPD) for a gas-phase ion, C5H8BrN2 (charge +1).

Cartesian coordinates (Å):
C -1.55 0.55 -0.51
C -1.77 -0.84 -0.17
C -0.40 1.16 -0.79
C -0.79 -1.64 0.24
C 1.33 -0.23 0.33
N 1.46 0.52 1.46
N 0.91 0.47 -0.89
Br -0.67 -3.38 0.79
H -2.44 1.17 -0.53
H -2.80 -1.17 -0.21
H -0.36 2.22 -1.01
H 2.05 -1.03 0.18
H 1.82 0.05 2.27
H 0.73 1.20 1.65
H 0.86 -0.23 -1.64
H 1.61 1.18 -1.17

Output
multiplicity = 1
frontier orbital gap (alpha / beta) = 8.31 / 7.78 eV
total charge = +1

=====

ii | Density functional theory data (ωB97M-V/def2-TZVPD) for 2 unconnected molecules or ions with the total composition C5H8BrN2.

Cartesian coordinates (Å):
C 0.16 0.67 2.29
C -0.27 1.94 1.91
C -0.25 -0.14 -0.01
C 0.05 -0.31 1.35
C -0.52 2.17 0.64
N -0.50 1.18 -0.32
N -0.35 -1.06 -1.00
Br -3.86 -0.61 -0.68
H 0.54 0.35 3.26
H -0.31 2.68 2.69
H -4.98 -0.88 0.13
H 0.26 -1.23 1.75
H -0.82 3.17 0.31
H -0.85 1.42 -1.16
H 0.14 -2.01 -0.85
H -0.69 -0.83 -1.93

Output
multiplicity = 1
frontier orbital gap = 9.44 eV
total charge = +1

=====

The structure with the most favorable energy is ii; the runner-up is 419.5 kJ/mol above it.